[1]
The following is a quantum chemistry calculation of a molecular structure, C29H52N7OPb2, from the OMol25 dataset.

```
91
C29H52N7OPb2 | the OMol25 dataset | wB97M-V/def2-TZVPD
Pb -15.5537 0.8394 -1.2179
Pb -12.2527 -0.7557 -1.2334
C -12.9719 1.9074 1.4313
O -13.4593 1.1218 0.3658
H -13.7363 2.4227 2.0129
H -12.2521 1.3665 2.0457
H -12.2972 2.6972 1.1010
C -11.3765 7.1208 -0.5261
C -12.5666 7.1962 0.4398
C -12.7562 5.9084 1.3092
C -11.5979 5.5520 2.1119
N -10.6565 5.2802 2.7199
H -11.5708 6.5109 -1.4084
H -10.4409 6.8244 -0.0519
H -11.2919 8.1371 -0.9111
H -13.4748 7.4695 -0.0975
H -12.3270 8.0374 1.0903
H -12.9192 4.9769 0.7671
H -13.5379 6.0720 2.0510
C -6.6801 1.3271 1.3008
C -7.8177 1.8038 2.2280
C -9.1015 2.1030 1.4871
C -9.6002 0.9555 0.6501
N -10.0164 0.0657 -0.0240
H -6.5522 2.0634 0.5073
H -6.8997 0.4094 0.7554
H -5.7481 1.2425 1.8597
H -7.4696 2.7164 2.7119
H -8.0033 1.0772 3.0189
H -8.8326 2.8961 0.7894
H -9.8690 2.3647 2.2155
C -14.5859 -0.0171 4.4581
C -15.0089 -1.4812 3.9958
C -14.9847 -1.6394 2.4839
C -15.8770 -0.7133 1.7564
N -16.5865 -0.0206 1.1854
H -13.5740 0.2621 4.1645
H -14.5850 0.0718 5.5445
H -15.3211 0.7052 4.1034
H -16.0008 -1.8074 4.3087
H -14.3292 -2.2553 4.3521
H -15.1544 -2.6731 2.1828
H -13.9769 -1.4083 2.1387
C -11.3799 5.2663 6.5274
C -11.7437 3.9090 5.8511
C -13.2106 3.7736 5.4197
C -14.1170 3.6396 6.5645
N -14.8079 3.5643 7.4795
H -11.9796 5.4828 7.4115
H -11.4815 6.1336 5.8752
H -10.3733 5.1985 6.9399
H -11.4594 3.0514 6.4609
H -11.2003 3.7362 4.9221
H -13.3846 2.8833 4.8153
H -13.5049 4.5725 4.7392
C -10.0596 4.0052 -2.4745
C -11.4711 3.6439 -1.9940
C -12.7355 3.9827 -2.8291
C -13.9808 3.7250 -2.1130
N -14.9902 3.5441 -1.6368
H -10.0248 4.0881 -3.5607
H -9.3253 3.2725 -2.1398
H -9.8595 4.9955 -2.0654
H -11.6295 4.1160 -1.0244
H -11.5121 2.6004 -1.6814
H -12.7197 3.4192 -3.7620
H -12.7236 5.0681 -2.9293
C -16.1535 3.6578 3.4929
C -16.5386 4.9039 2.6428
C -16.2673 4.7929 1.1133
C -16.6662 5.9945 0.3516
N -16.9251 6.9405 -0.2864
H -15.1085 3.3632 3.3967
H -16.7813 2.7934 3.2767
H -16.3144 3.8324 4.5567
H -15.9394 5.7504 2.9782
H -17.5734 5.2149 2.7863
H -16.8367 3.9412 0.7411
H -15.2037 4.7214 0.8859
C -10.6852 -0.6044 4.0101
C -11.0363 -1.5877 5.1577
C -9.8870 -1.8760 6.1259
C -9.1374 -0.7104 6.5788
N -8.5046 0.1638 6.9699
H -9.7528 -0.8371 3.4957
H -10.6605 0.4720 4.1799
H -11.4653 -0.6886 3.2534
H -11.5030 -2.4998 4.7855
H -11.8528 -1.1353 5.7205
H -9.1760 -2.5369 5.6301
H -10.2686 -2.4186 6.9909
```

Spin multiplicity ... 1
Charge ... +3
ΔE to the lowest compared entry with this formula, charge and spin ... 74.22 kcal/mol

=====

[2]
The following is a quantum chemistry calculation of 3 unconnected molecules or ions with the total composition C29H53ClN5O2, from the OMol25 dataset.

```
90
C29H53ClN5O2 | the OMol25 dataset | wB97M-V/def2-TZVPD
C -3.2052 -2.8410 -0.0635
C -2.0349 -3.7222 0.4041
C -0.7640 -2.9801 0.8522
C -0.9927 -1.6971 1.6593
C 0.2937 -1.2183 2.3461
C 1.3967 -0.7840 1.3747
C 2.4824 0.0512 2.0691
C 2.0754 1.4901 2.4058
C 2.1662 2.4548 1.2109
C 1.2666 3.6722 1.3848
C 1.1857 4.6764 0.2266
C 0.8699 4.0930 -1.1754
C 1.9731 4.2486 -2.2460
N 2.3920 2.9582 -2.9210
C 3.7783 3.0023 -3.4521
C 4.8065 2.3668 -2.5159
C 5.1138 3.1766 -1.2706
Cl 4.2483 0.7162 -2.0639
C 1.5081 2.7476 -3.9732
N 1.6005 3.5083 -5.1458
N 0.5500 1.8810 -3.8393
C 0.2993 0.9824 -2.7121
C -1.2017 0.9979 -2.3392
O -1.9612 1.4547 -3.4518
C -3.0079 2.3463 -3.2665
C -2.7595 3.5632 -2.4125
O -4.0008 2.1737 -3.8838
H -4.1370 -3.4131 0.0241
H -3.1098 -2.5880 -1.1265
H -3.3322 -1.9373 0.5367
H -2.3709 -4.4096 1.1879
H -1.7613 -4.3650 -0.4426
H -0.1848 -3.6623 1.4919
H -0.1115 -2.7666 -0.0052
H -1.7823 -1.8459 2.4049
H -1.3351 -0.8989 0.9822
H 0.6743 -2.0675 2.9332
H 0.0809 -0.4246 3.0709
H 1.8809 -1.6789 0.9650
H 0.9672 -0.2400 0.5173
H 2.7184 -0.4606 3.0122
H 3.4113 0.0527 1.4816
H 1.0389 1.4831 2.7702
H 2.7242 1.8640 3.2044
H 1.9443 1.9019 0.2853
H 3.2076 2.7819 1.1539
H 1.6437 4.2276 2.2544
H 0.2527 3.3451 1.6528
H 2.0977 5.2861 0.1881
H 0.3751 5.3708 0.4747
H -0.0182 4.6151 -1.5493
H 0.5859 3.0432 -1.0701
H 1.6306 4.9462 -3.0217
H 2.8734 4.6892 -1.8172
H 3.8281 2.4334 -4.3885
H 4.0813 4.0311 -3.6838
H 5.7256 2.2167 -3.0891
H 5.5772 4.1293 -1.5519
H 4.2038 3.3858 -0.7111
H 5.7913 2.6287 -0.6120
H 2.2581 3.1315 -5.8221
H 0.6966 3.6515 -5.5851
H -0.1115 1.8052 -4.6086
H 0.6000 -0.0221 -3.0293
H 0.9367 1.2520 -1.8723
H -1.3745 1.5899 -1.4379
H -1.5054 -0.0290 -2.1086
H -2.2459 4.3163 -3.0200
H -2.1827 3.3736 -1.5081
H -3.7356 3.9607 -2.1272
N -6.9545 -4.1260 -0.8287
C -6.9542 -5.3216 -1.4951
C -7.2990 -6.2988 -0.6007
C -7.5160 -5.6676 0.6547
C -7.2962 -4.3275 0.4816
H -6.7359 -3.2372 -1.2382
H -6.7118 -5.3747 -2.5426
H -7.3884 -7.3493 -0.8204
H -7.8032 -6.1438 1.5770
H -7.3555 -3.5055 1.1742
N 2.1318 -5.0235 6.8511
C 2.4500 -5.3042 5.5515
C 2.3496 -4.1408 4.8358
C 1.9535 -3.1198 5.7433
C 1.8278 -3.6966 6.9786
H 2.1209 -5.6921 7.5992
H 2.7219 -6.3004 5.2481
H 2.5411 -4.0339 3.7806
H 1.7821 -2.0806 5.5148
H 1.5505 -3.2780 7.9306
```

Spin multiplicity ... 1
Charge ... +1

=====

[3]
The following is a quantum chemistry calculation of 4 unconnected molecules or ions with the total composition C29H53F9IO8P, from the OMol25 dataset.

```
101
C29H53F9IO8P | the OMol25 dataset | wB97M-V/def2-TZVPD
C 3.1819 0.1096 -1.1531
C 3.1706 -1.1118 -2.2473
O 1.9116 -1.2713 -2.9919
P 1.5293 0.1242 -3.9614
C 1.0921 1.6833 -5.0442
C 2.4139 2.2346 -5.9003
C 2.0542 3.8067 -6.3252
I 1.0658 3.9372 -8.3043
C 0.0708 0.4715 -2.7723
C -1.1001 -0.6685 -3.0852
C -2.0475 -0.7804 -1.7290
C -3.5493 -0.1021 -1.9385
C -3.7101 1.1444 -0.8821
C -2.6448 2.3197 -1.3497
C -2.9603 3.7414 -0.5722
C -3.5958 4.8396 -1.6095
C -2.7711 6.2909 -1.6341
C -1.3268 6.1275 -2.3860
C -0.0225 6.0316 -1.4041
O -0.2964 6.1758 0.0323
C 0.6833 5.3611 0.8095
H 2.2184 0.1911 -0.4933
H 3.4339 1.1045 -1.7408
H 4.0894 -0.1048 -0.4198
H 4.1087 -1.0545 -2.9698
H 3.3121 -2.1191 -1.6223
H 2.8608 0.6656 -3.8682
H 1.2428 -0.7030 -5.1350
H 0.7642 2.6001 -4.3698
H 0.2700 1.3961 -5.8448
H 3.3668 2.2975 -5.2218
H 2.6391 1.5515 -6.8282
H 1.3235 4.3310 -5.5710
H 3.0177 4.4924 -6.3835
H 0.3634 0.3808 -1.6246
H -0.4309 1.5229 -2.8990
H -0.6295 -1.7233 -3.3850
H -1.7426 -0.3497 -4.0381
H -2.1612 -1.9331 -1.4452
H -1.5813 -0.2574 -0.7888
H -3.5771 0.2945 -3.0511
H -4.3263 -0.9631 -1.7593
H -3.4766 0.7987 0.2285
H -4.8326 1.5224 -0.9424
H -2.7213 2.3978 -2.5276
H -1.5467 1.9821 -1.0308
H -1.9579 4.1642 -0.1309
H -3.7650 3.5718 0.2867
H -3.6182 4.4701 -2.7442
H -4.7350 5.0965 -1.3616
H -3.4341 6.9930 -2.3364
H -2.7419 6.8234 -0.5933
H -1.3769 5.0941 -2.9821
H -1.2058 6.9667 -3.1928
H 0.5570 4.9968 -1.5288
H 0.7534 6.8582 -1.7516
H 0.2599 4.2495 0.7637
H 0.7578 5.7828 1.9046
H 1.7439 5.4680 0.3005
C 0.6308 -2.4867 0.7223
C 1.6987 -2.5082 1.8008
O 1.1463 -2.1264 3.0697
C 0.4613 -3.1019 3.7460
O 0.3032 -4.2449 3.3248
C -0.0306 -2.5792 5.0948
F -0.6148 -1.3498 5.0023
F 0.9846 -2.4497 5.9965
F -0.9556 -3.3936 5.6782
H 0.1398 -1.5089 0.6868
H 1.0659 -2.7013 -0.2577
H -0.1503 -3.2268 0.9226
H 2.4758 -1.7756 1.5589
H 2.1880 -3.4866 1.8678
C 3.0915 -4.7001 4.6961
C 4.2352 -3.8503 5.2194
O 5.4690 -4.5836 5.1860
C 6.0947 -4.6540 3.9687
O 5.6573 -4.1381 2.9432
C 7.4127 -5.4180 4.0830
F 7.2911 -6.5754 4.7951
F 8.3776 -4.6863 4.7108
F 7.9315 -5.7724 2.8729
H 3.0310 -5.6444 5.2466
H 2.1397 -4.1706 4.7936
H 3.2375 -4.9561 3.6420
H 4.0475 -3.5914 6.2667
H 4.3270 -2.9085 4.6663
C -4.1950 -2.4339 4.8653
C -4.3565 -1.4880 3.6892
O -3.9773 -2.1324 2.4636
C -4.9127 -2.9648 1.9067
O -6.0190 -3.1769 2.3969
C -4.4020 -3.5454 0.5890
F -3.1219 -4.0087 0.6783
F -4.4014 -2.6205 -0.4136
F -5.1517 -4.5921 0.1402
H -3.1761 -2.8323 4.9011
H -4.4089 -1.9208 5.8069
H -4.8686 -3.2923 4.7793
H -3.6885 -0.6298 3.8171
H -5.3773 -1.0943 3.6223
```

Spin multiplicity ... 1
Charge ... 0
SMILES string ... CCO[PH2](CCCI)CCCCCCCCCCCOC.CCOC(=O)C(F)(F)F.CCOC(=O)C(F)(F)F.CCOC(=O)C(F)(F)F

=====

[4]
The following is a quantum chemistry calculation of a molecular structure, C29H53N2O9S2, from the OMol25 dataset.

```
95
C29H53N2O9S2 | the OMol25 dataset | wB97M-V/def2-TZVPD
C -7.0340 0.5777 4.1770
C -6.0142 -0.1151 3.2773
C -5.2719 0.8603 2.3430
C -3.7783 0.5661 2.2774
C -2.9599 1.4693 1.3429
C -3.6796 2.0536 0.1291
C -4.1211 1.0575 -0.9659
C -3.4042 -0.2889 -1.0117
C -2.0083 -0.2157 -1.6393
C -1.1328 -1.4162 -1.2768
C -0.3777 -1.2586 0.0414
C 0.7765 -0.2434 -0.0713
C 0.8482 0.8824 0.9776
C 1.9916 0.7151 1.9826
C 2.0546 -0.6532 2.6555
C 1.1204 -0.7993 3.8804
C 0.0062 -1.8461 3.7490
C 0.3780 -3.2635 4.1895
C 1.6858 -3.7583 3.5700
C 1.4551 -4.2319 2.1359
S 1.0865 -5.9834 1.9899
O -0.3406 -6.0861 1.8428
O 1.6878 -6.6550 3.1107
N 1.8920 -6.5071 0.6832
S 1.5845 -5.9467 -0.7204
O 0.2868 -5.4179 -0.9756
O 2.2576 -6.6943 -1.7244
O 2.5609 -4.4648 -0.6865
C 2.1423 -3.4602 -1.3522
N 1.7596 -2.5494 -1.9526
H -7.7237 -0.1377 4.6253
H -6.5376 1.0960 4.9983
H -7.6191 1.3079 3.6168
H -6.5171 -0.8868 2.6931
H -5.2851 -0.6366 3.9013
H -5.7083 0.7753 1.3474
H -5.4399 1.8757 2.7101
H -3.3849 0.6849 3.2909
H -3.6436 -0.4900 2.0330
H -2.5846 2.3115 1.9297
H -2.0738 0.9403 0.9944
H -3.0174 2.7999 -0.3135
H -4.5576 2.6079 0.4664
H -5.2011 0.9087 -0.9145
H -3.9395 1.5338 -1.9349
H -3.3554 -0.7709 -0.0342
H -4.0048 -0.9544 -1.6374
H -2.1465 -0.2103 -2.7254
H -1.5152 0.7265 -1.3757
H -1.7711 -2.3026 -1.2239
H -0.4011 -1.6139 -2.0628
H 0.0226 -2.2405 0.3032
H -1.0684 -0.9767 0.8418
H 1.7161 -0.7968 -0.0741
H 0.7082 0.2158 -1.0600
H -0.1080 1.0190 1.4871
H 1.0258 1.7961 0.4121
H 2.9257 0.9218 1.4544
H 1.9121 1.4769 2.7639
H 3.0824 -0.8330 2.9788
H 1.8392 -1.4374 1.9278
H 0.6494 0.1647 4.0837
H 1.7348 -1.0538 4.7470
H -0.8557 -1.5123 4.3325
H -0.3342 -1.8886 2.7126
H -0.4145 -3.9322 3.8425
H 0.3884 -3.3522 5.2777
H 2.4307 -2.9636 3.5389
H 2.1189 -4.5530 4.1735
H 2.3052 -4.0101 1.5005
H 0.5845 -3.7326 1.7100
O 0.8230 3.0000 -1.4568
C 1.0558 2.5556 -2.5443
O 2.2840 2.1187 -2.8912
C 2.3078 1.7189 -4.2756
C 0.8542 1.4152 -4.6236
C 0.1063 2.3905 -3.7164
H 2.7101 2.5501 -4.8574
H 2.9768 0.8704 -4.3770
H 0.6407 1.5358 -5.6836
H 0.6156 0.3890 -4.3415
H -0.0291 3.3710 -4.1783
H -0.8571 2.0280 -3.3668
O 5.3757 2.2346 -4.7717
C 5.4917 3.4199 -4.7073
O 5.4740 4.2158 -5.8095
C 5.7194 5.5824 -5.4409
C 5.3345 5.6779 -3.9673
C 5.6721 4.2755 -3.4680
H 6.7780 5.7969 -5.6054
H 5.1255 6.2186 -6.0926
H 5.8534 6.4787 -3.4450
H 4.2617 5.8530 -3.8768
H 6.7119 4.1855 -3.1481
H 5.0261 3.9143 -2.6721
```

Spin multiplicity ... 1
Charge ... -1

=====

[5]
The following is a quantum chemistry calculation of 7 unconnected molecules or ions with the total composition C29H53NO6, from the OMol25 dataset.

```
89
C29H53NO6 | the OMol25 dataset | wB97M-V/def2-TZVPD
C -0.4557 -4.6131 0.2909
C -1.1527 -3.2652 -0.1454
C -0.4581 -3.0351 -1.4782
O 0.1122 -4.3335 -1.8056
C -0.3350 -5.3331 -0.9490
H -1.0655 -5.1217 1.0376
H 0.5494 -4.6063 0.7127
H -1.0534 -2.3554 0.4468
H -2.2324 -3.4052 -0.1971
H 0.4272 -2.3994 -1.4693
H -1.0813 -2.7988 -2.3406
H 0.3576 -6.1747 -0.9417
H -1.2739 -5.7615 -1.2999
C 3.3134 -1.0021 -0.8582
C 4.7612 -1.2823 -0.5213
C 5.4189 -1.1317 -1.8971
O 4.6617 -0.0294 -2.5017
C 3.3774 0.0164 -1.9829
H 2.7989 -0.5999 0.0145
H 2.9156 -1.9703 -1.1622
H 4.9467 -2.2376 -0.0303
H 5.1027 -0.4950 0.1507
H 5.2420 -2.0144 -2.5117
H 6.4865 -0.9149 -1.8600
H 2.6311 -0.2629 -2.7266
H 3.2642 0.9849 -1.4958
C 4.1849 -1.1971 2.3535
C 3.7622 0.2658 2.4903
C 5.0742 0.9106 2.0308
O 6.1115 0.0985 2.5562
C 5.6785 -1.2189 2.7028
H 4.0742 -1.4955 1.3109
H 3.6109 -1.9303 2.9202
H 3.3826 0.4526 3.4948
H 2.9539 0.4832 1.7921
H 5.2630 1.9271 2.3759
H 5.0948 0.9577 0.9420
H 5.8464 -1.5481 3.7282
H 6.3365 -1.6929 1.9745
C -1.9816 4.2641 -1.9426
C -1.6328 3.1566 -1.0533
C -0.2805 3.4458 -0.5665
O 0.3584 4.0331 -1.6587
C -0.5613 4.7931 -2.3376
H -2.6688 4.9231 -1.4119
H -2.5505 4.0431 -2.8457
H -1.7111 2.2955 -1.7170
H -2.4370 2.9525 -0.3464
H 0.2125 2.5906 -0.1042
H -0.1693 4.2102 0.2025
H -0.4761 4.7361 -3.4227
H -0.4726 5.8557 -2.1117
C -0.5224 0.2750 0.9473
C -0.7877 -0.2433 -0.4853
C 0.6339 -0.1251 -1.1231
O 1.4163 -0.4676 -0.0393
C 0.8648 -0.2703 1.2499
H -1.2464 -0.1098 1.6655
H -0.6117 1.3613 0.9342
H -1.5491 0.3088 -1.0363
H -1.1083 -1.2829 -0.4186
H 0.9591 0.8509 -1.4833
H 0.8575 -0.7863 -1.9603
H 1.3777 0.5225 1.7944
H 0.8289 -1.2501 1.7263
C -4.7836 2.8990 1.7076
C -4.2996 1.7455 0.8255
C -2.8979 1.5134 1.2814
O -2.5200 2.3995 2.3182
C -3.4268 3.5222 2.2305
H -5.4600 2.5738 2.4981
H -5.3144 3.6503 1.1227
H -4.4229 1.9961 -0.2281
H -4.9255 0.8547 0.7722
H -2.1921 1.5587 0.4520
H -2.7479 0.5279 1.7222
H -2.9975 4.2977 1.5962
H -3.4564 3.9999 3.2098
N -3.2196 -0.0008 -0.8956
C -2.9522 -0.7930 0.0680
C -3.6733 -1.9981 0.2658
C -4.8576 -2.2285 -0.4602
C -5.2009 -1.2724 -1.4529
C -4.2758 -0.2030 -1.6539
H -2.2039 -0.5239 0.7987
H -3.4626 -2.6841 1.0730
H -5.5970 -2.9994 -0.3010
H -6.1019 -1.2358 -2.0473
H -4.3851 0.4474 -2.5091
```

Spin multiplicity ... 1
Charge ... 0
SMILES string ... c1ccncc1.C1CCOC1.C1CCOC1.C1CCOC1.C1CCOC1.C1CCOC1.C1CCOC1
ΔE to the lowest compared entry with this formula, charge and spin ... 219.52 kcal/mol

=====

Values of orbital gap, in order: 3.42, 5.96, 9.22, 8.78, 8.82, all in eV.